1.
{
  "formula": "C15H24O6",
  "method": "the ωB97M-V functional and the def2-TZVPD basis",
  "smiles": "CC(C)CC(=O)O[C@@H]1OC=C(CO)[C@@H]2C[C@@H](O)[C@@H](CO)[C@H]12",
  "homo_ev": -8.479,
  "homo_lumo_gap_ev": 8.97,
  "e_tot_ev": -28228.424,
  "largest_force_ev_per_a": 3.725,
  "total_charge": 0,
  "de_lowest_ev": 1.247,
  "elements": ["O", "O", "O", "O", "O", "O", "C", "C", "C", "C", "C", "C", "C", "C", "C", "C", "C", "C", "C", "C", "C", "H", "H", "H", "H", "H", "H", "H", "H", "H", "H", "H", "H", "H", "H", "H", "H", "H", "H", "H", "H", "H", "H", "H", "H"],
  "positions_angstrom": [[0.09, 2.03, 2.53], [-4.48, -1.02, -2.66], [3.11, 2.16, -2.00], [-0.80, 0.41, 1.15], [-2.63, 1.31, 0.13], [2.00, -0.11, -2.94], [-0.22, 0.88, 2.29], [-3.14, 0.39, -0.70], [-2.42, -0.30, -1.66], [-3.09, -1.33, -2.52], [0.82, -2.51, 3.80], [2.36, -0.79, 2.84], [0.03, -0.14, 3.38], [0.93, -1.28, 2.87], [1.68, 2.36, -1.92], [0.13, -1.04, -1.76], [-1.24, 1.38, 0.20], [1.04, 1.20, -1.12], [-0.54, 1.24, -1.14], [1.40, -0.19, -1.67], [-0.97, 0.01, -1.96], [-4.57, -0.18, -3.15], [3.48, 2.93, -2.51], [2.69, 0.62, -2.86], [-4.19, 0.15, -0.53], [-2.62, -1.40, -3.53], [-2.95, -2.31, -2.07], [-0.20, -2.88, 3.79], [1.12, -2.31, 4.82], [1.50, -3.29, 3.48], [3.04, -1.59, 2.60], [2.50, 0.05, 2.16], [2.62, -0.44, 3.87], [0.43, 0.35, 4.28], [-0.97, -0.54, 3.66], [0.60, -1.57, 1.87], [1.40, 3.28, -1.41], [1.20, 2.46, -2.92], [0.08, -1.81, -2.55], [-0.05, -1.55, -0.81], [-0.96, 2.36, 0.54], [1.41, 1.21, -0.13], [-0.81, 2.14, -1.70], [2.10, -0.72, -1.04], [-0.96, 0.36, -3.00]],
  "nbo_charge": [-0.597, -0.721, -0.735, -0.531, -0.486, -0.746, 0.809, 0.137, -0.125, -0.082, -0.602, -0.607, -0.496, -0.210, -0.073, -0.418, 0.368, -0.257, -0.231, 0.103, -0.254, 0.469, 0.486, 0.490, 0.213, 0.164, 0.192, 0.209, 0.204, 0.208, 0.211, 0.210, 0.202, 0.235, 0.230, 0.208, 0.180, 0.177, 0.232, 0.210, 0.202, 0.221, 0.218, 0.166, 0.216]
}


2.
{
  "formula": "C17H22HfO9S2Sb",
  "method": "the ωB97M-V functional and the def2-TZVPD basis",
  "homo_ev": -11.770,
  "homo_lumo_gap_ev": 8.22,
  "e_tot_ev": -65926.085,
  "largest_force_ev_per_a": 5.233,
  "total_charge": 1,
  "elements": ["Hf", "C", "C", "O", "C", "C", "C", "C", "C", "C", "O", "H", "H", "H", "H", "H", "H", "H", "O", "S", "O", "O", "C", "C", "C", "C", "C", "C", "S", "O", "O", "O", "H", "H", "H", "H", "C", "Sb", "C", "C", "H", "H", "H", "H", "H", "H", "H", "H", "H", "O", "H", "H"],
  "positions_angstrom": [[0.03, -0.15, 0.14], [1.23, 3.85, -1.17], [0.35, 2.75, -0.67], [0.88, 1.61, -0.52], [-1.00, 3.00, -0.30], [-1.70, 4.12, -0.80], [-3.00, 4.35, -0.44], [-3.64, 3.48, 0.45], [-2.99, 2.38, 0.96], [-1.65, 2.10, 0.60], [-0.99, 1.13, 1.19], [2.27, 3.60, -0.97], [0.98, 4.81, -0.72], [1.10, 3.95, -2.25], [-1.20, 4.78, -1.50], [-3.54, 5.20, -0.84], [-4.66, 3.68, 0.75], [-3.48, 1.70, 1.63], [-1.42, 0.01, -1.29], [-2.17, -1.17, -0.78], [-3.58, -1.05, -0.84], [-1.60, -1.40, 0.57], [-1.69, -2.59, -1.76], [-2.73, -3.32, -2.32], [-2.46, -4.47, -3.06], [-1.15, -4.88, -3.25], [-0.11, -4.15, -2.70], [-0.39, -3.01, -1.95], [0.99, -2.17, -1.20], [0.91, -0.76, -1.62], [2.22, -2.81, -1.52], [0.72, -2.11, 0.25], [-3.73, -2.98, -2.15], [-3.28, -5.03, -3.48], [-0.94, -5.77, -3.83], [0.92, -4.43, -2.82], [3.89, -0.04, -1.34], [2.88, -0.16, 0.57], [4.07, -1.87, 1.23], [4.16, 1.40, 1.40], [4.96, -0.19, -1.19], [3.72, 0.94, -1.80], [3.51, -0.81, -2.01], [5.13, -1.61, 1.15], [3.84, -2.70, 0.58], [3.84, -2.13, 2.26], [5.03, 1.55, 0.78], [4.48, 1.11, 2.39], [3.61, 2.33, 1.47], [0.30, -0.71, 2.46], [-0.02, -1.62, 2.50], [-0.18, -0.22, 3.15]],
  "nbo_charge": [2.036, -0.713, 0.667, -0.702, -0.294, -0.111, -0.246, -0.124, -0.235, 0.404, -0.778, 0.252, 0.249, 0.265, 0.223, 0.234, 0.232, 0.229, -0.944, 2.385, -0.878, -0.952, -0.250, -0.177, -0.166, -0.169, -0.151, -0.372, 2.407, -0.950, -0.891, -0.964, 0.261, 0.241, 0.242, 0.259, -0.937, 1.073, -0.943, -0.944, 0.233, 0.226, 0.238, 0.237, 0.243, 0.231, 0.236, 0.235, 0.223, -0.909, 0.518, 0.525]
}


3.
{
  "formula": "C18H25CdN4SSi2",
  "method": "the ωB97M-V functional and the def2-TZVPD basis",
  "homo_ev": -3.331,
  "homo_lumo_gap_ev": 5.82,
  "e_tot_ev": -56188.586,
  "largest_force_ev_per_a": 1.540,
  "total_charge": -1,
  "de_lowest_ev": 0.428,
  "elements": ["Cd", "C", "C", "N", "N", "C", "N", "S", "C", "C", "C", "C", "C", "N", "H", "H", "H", "H", "H", "H", "H", "H", "H", "C", "Si", "C", "C", "C", "C", "C", "C", "C", "Si", "C", "C", "H", "H", "H", "H", "H", "H", "H", "H", "H", "H", "H", "H", "H", "H", "H", "H"],
  "positions_angstrom": [[0.91, 0.22, -0.61], [2.21, -1.05, 3.45], [2.33, -0.34, 2.13], [1.56, 0.63, 1.75], [0.58, 1.10, 2.49], [-0.48, 0.45, 2.89], [-1.24, 1.10, 3.85], [-1.06, -1.01, 2.24], [3.47, -0.60, 1.24], [4.62, -1.27, 1.69], [5.68, -1.44, 0.83], [5.60, -0.95, -0.46], [4.43, -0.31, -0.83], [3.39, -0.14, -0.03], [1.16, -1.17, 3.70], [2.68, -0.47, 4.25], [2.66, -2.03, 3.41], [-1.04, 2.08, 3.95], [-2.22, 0.87, 3.81], [4.66, -1.63, 2.70], [6.58, -1.95, 1.17], [6.42, -1.06, -1.17], [4.31, 0.08, -1.84], [-0.87, 3.09, -2.82], [-0.68, 2.13, -1.17], [-1.00, 3.42, 0.21], [-2.26, 1.01, -1.19], [-3.49, 1.68, -1.10], [-4.71, 1.03, -1.08], [-4.73, -0.36, -1.14], [-3.53, -1.05, -1.23], [-2.29, -0.40, -1.27], [-0.75, -1.57, -1.44], [-1.16, -3.21, -0.55], [-0.92, -2.05, -3.30], [-1.83, 3.61, -2.88], [-0.81, 2.40, -3.67], [-0.08, 3.84, -2.95], [-1.95, 3.95, 0.11], [-0.20, 4.17, 0.23], [-0.99, 2.91, 1.17], [-3.49, 2.77, -1.04], [-5.63, 1.60, -1.01], [-5.67, -0.89, -1.11], [-3.57, -2.13, -1.27], [-1.91, -3.80, -1.08], [-1.53, -3.00, 0.46], [-0.26, -3.83, -0.45], [-1.94, -2.39, -3.50], [-0.23, -2.85, -3.58], [-0.73, -1.19, -3.95]],
  "nbo_charge": [1.189, -0.693, 0.166, -0.250, -0.446, 0.240, -0.830, -0.471, 0.186, -0.248, -0.162, -0.283, 0.059, -0.478, 0.274, 0.216, 0.211, 0.374, 0.387, 0.220, 0.210, 0.215, 0.195, -1.084, 0.697, -1.098, -0.461, -0.225, -0.223, -0.234, -0.242, -0.313, 0.731, -1.111, -1.097, 0.211, 0.221, 0.212, 0.203, 0.217, 0.240, 0.189, 0.190, 0.192, 0.191, 0.203, 0.248, 0.222, 0.211, 0.209, 0.219]
}